No. 1
{
  "formula": "H22O11",
  "method": "ωB97M-V/def2-TZVPD",
  "species": ["O", "H", "H", "O", "H", "H", "O", "H", "H", "O", "H", "H", "O", "H", "H", "O", "H", "H", "O", "H", "H", "O", "H", "H", "O", "H", "H", "O", "H", "H", "O", "H", "H"],
  "xyz": [[11.04081, 4.81439, -35.41632], [11.59174, 4.45349, -36.13886], [10.68276, 5.63104, -35.76037], [11.78932, 7.36113, -36.52857], [11.08888, 6.96055, -37.08817], [11.88133, 8.32142, -36.65079], [10.20855, 7.52136, -34.52544], [10.86674, 7.28349, -33.84625], [10.73071, 7.55403, -35.28849], [9.51667, 6.24043, -37.36280], [9.08827, 5.48778, -37.69664], [8.79890, 6.87092, -37.31095], [12.53384, 5.52502, -31.08750], [12.25032, 5.85901, -31.94542], [13.12268, 6.17121, -30.75612], [13.49535, 9.30758, -33.76189], [14.36326, 9.20890, -33.42563], [13.07175, 8.49032, -33.61791], [12.72371, 6.52797, -33.56239], [13.58859, 6.24490, -33.44836], [12.45863, 6.19098, -34.42264], [7.58084, 7.22249, -35.02293], [8.49778, 7.57542, -35.09533], [6.96776, 7.95646, -34.92259], [11.00234, 8.80900, -31.90827], [11.35768, 8.56819, -31.06325], [11.06603, 9.74334, -32.01794], [9.40133, 10.29453, -33.89805], [10.10448, 9.61303, -33.96875], [9.74655, 10.98237, -34.52033], [9.26234, 9.38054, -36.65819], [8.31227, 9.72166, -36.61959], [9.69772, 9.44316, -35.84198]],
  "forces_ev_per_a": [[1.1, -0.8, -0.2], [-0.5, 0.3, 0.5], [-0.5, 0.1, -0.1], [0.7, 0.2, -0.2], [0.2, 0.8, -0.3], [-0.2, -0.6, -0.5], [-0.8, 0.2, 2.7], [-0.8, 0.2, 0.2], [1.5, 0.0, -2.2], [0.6, 1.3, 0.2], [-0.6, -1.9, -0.6], [-0.2, 0.7, 0.4], [-0.8, -1.1, 0.0], [-0.1, 0.0, -0.1], [0.9, 1.0, 0.6], [-0.4, 2.0, -0.9], [1.3, -0.1, 0.5], [-0.9, -1.8, 0.4], [-2.2, 1.1, -0.4], [2.6, -0.9, 0.4], [-0.3, -0.4, -0.5], [0.2, 0.0, -0.6], [-0.9, -0.2, 0.6], [0.3, 0.1, 0.1], [-0.4, -1.2, -0.7], [0.2, 0.0, 0.6], [0.1, 1.0, 0.1], [1.3, 0.7, -1.1], [-0.7, -0.1, 0.5], [-0.6, -0.5, 0.9], [-2.5, 0.2, -2.9], [2.3, -0.7, 0.5], [0.0, 0.3, 2.0]],
  "nbo_charge": [-0.952, 0.465, 0.487, -0.992, 0.516, 0.497, -0.999, 0.507, 0.467, -0.966, 0.489, 0.508, -0.956, 0.489, 0.451, -0.959, 0.462, 0.487, -0.980, 0.484, 0.517, -0.978, 0.499, 0.462, -0.957, 0.477, 0.482, -0.945, 0.485, 0.460, -0.978, 0.493, 0.477],
  "orbital_gap_ha": 0.3969,
  "smiles": "O.O.O.O.O.O.O.O.O.O.O",
  "e_tot_ha": -840.81024
}

=====

No. 2
{
  "formula": "C29H31N2O",
  "method": "ωB97M-V/def2-TZVPD",
  "species": ["C", "C", "C", "C", "C", "C", "N", "C", "C", "O", "C", "C", "C", "C", "H", "H", "H", "H", "H", "H", "H", "H", "H", "H", "H", "H", "H", "H", "H", "C", "C", "N", "C", "C", "C", "C", "C", "C", "C", "C", "C", "C", "C", "C", "C", "C", "C", "H", "H", "H", "H", "H", "H", "H", "H", "H", "H", "H", "H", "H", "H", "H", "H"],
  "xyz": [[-3.97705, 0.77736, -3.28622], [-3.57052, 1.97148, -2.67324], [-2.32587, 2.05231, -2.03725], [-1.46675, 0.93359, -2.00563], [-0.20339, 0.90714, -1.21542], [0.86061, 0.15907, -1.75638], [2.05672, 0.64557, -2.17570], [2.96215, -0.37258, -2.73246], [4.38107, 0.16660, -2.83904], [4.40945, 1.40524, -3.56645], [3.61112, 2.42008, -2.93817], [2.14659, 1.99728, -2.78284], [-1.84101, -0.20876, -2.73507], [-3.08598, -0.30229, -3.34538], [-4.97465, 0.68946, -3.74870], [-4.26084, 2.82228, -2.65519], [-2.03628, 2.96573, -1.51073], [0.08074, 1.81874, -0.67100], [0.77414, -0.92664, -1.87156], [2.93041, -1.23339, -2.06086], [2.62608, -0.67353, -3.73948], [4.80380, 0.28049, -1.81827], [5.00761, -0.52218, -3.42899], [4.02348, 2.68150, -1.94396], [3.69830, 3.28466, -3.61483], [1.68233, 2.00121, -3.79526], [1.62569, 2.71732, -2.14362], [-1.16881, -1.06952, -2.73258], [-3.37927, -1.23550, -3.83760], [-3.93651, -0.04819, 0.28812], [-2.82944, -0.98446, 0.51295], [-3.08191, -2.31186, 0.60448], [-1.92261, -3.02507, 0.90643], [-0.86607, -2.07822, 1.04445], [0.33359, -2.53102, 1.60098], [0.42828, -3.85376, 2.05793], [-0.64438, -4.75676, 1.93671], [-1.85027, -4.32939, 1.36507], [-1.45189, -0.75812, 0.75726], [-0.83886, 0.52752, 0.82117], [0.07667, 0.74671, 1.96149], [-0.07857, 0.02861, 3.18151], [0.71817, 0.26029, 4.29048], [1.75594, 1.18839, 4.23037], [2.63968, 1.36490, 5.43809], [1.90331, 1.94614, 3.06328], [1.06579, 1.75124, 1.96675], [-3.63264, 0.94924, 0.61155], [-4.21417, -0.00345, -0.77418], [-4.82313, -0.36938, 0.86081], [-4.01298, -2.71745, 0.53690], [1.16449, -1.83465, 1.67983], [1.34336, -4.18319, 2.54510], [-0.53631, -5.78114, 2.30782], [-2.73341, -4.97550, 1.31067], [-1.56398, 1.38817, 0.64594], [-0.84318, -0.74236, 3.28719], [0.55589, -0.29189, 5.22852], [3.34939, 2.17912, 5.28029], [2.02767, 1.58822, 6.32384], [3.19641, 0.44189, 5.64903], [2.70142, 2.69790, 3.05799], [1.21040, 2.36479, 1.08311]],
  "forces_ev_per_a": [[0.1, 0.0, -0.2], [0.0, -0.2, 0.1], [0.0, -0.3, 0.2], [-0.3, -0.3, 0.1], [-0.1, 1.5, 1.1], [1.8, 0.4, -0.1], [-2.2, -0.9, 0.0], [0.4, 0.0, -0.4], [0.3, 0.4, -0.1], [-0.6, -0.2, 0.8], [0.5, -0.3, 0.0], [0.4, 0.4, -0.2], [-0.1, -0.2, 0.5], [-0.2, 0.1, 0.0], [0.7, 0.1, 0.3], [0.4, -0.3, 0.0], [-0.1, -0.2, -0.2], [0.1, 0.3, -1.4], [-0.1, 0.2, 0.0], [0.1, 0.0, -0.2], [-0.1, 0.2, 0.3], [0.0, 0.1, -0.5], [-0.3, 0.2, 0.4], [0.0, -0.1, -0.4], [-0.2, -0.2, 0.4], [0.1, -0.3, 0.7], [0.1, -0.2, -0.2], [-0.3, 0.2, -0.2], [0.1, 0.4, 0.1], [-0.5, 0.4, 0.0], [1.2, -0.6, 0.0], [-0.1, -0.1, -0.3], [0.1, 0.9, 0.9], [-0.9, -0.4, 0.0], [0.2, -0.4, -0.2], [-0.1, 0.3, -0.3], [-0.3, 0.3, -0.2], [0.4, -0.6, 0.0], [-0.9, -0.7, -0.1], [-1.8, -0.1, -0.3], [1.3, 0.6, 0.9], [-0.4, -0.2, -0.4], [0.0, 0.0, -0.2], [-0.1, 0.1, 0.0], [0.0, 0.1, -0.1], [0.2, 0.0, 0.3], [-0.1, -0.4, 0.0], [-0.3, -0.1, -0.1], [0.1, 0.0, 0.2], [0.3, 0.2, -0.2], [0.5, 0.2, 0.0], [0.0, -0.3, 0.2], [-0.1, 0.1, -0.2], [-0.1, 0.5, -0.1], [0.4, 0.1, 0.0], [1.1, -1.1, 0.1], [0.1, 0.3, -0.3], [0.0, 0.2, -0.6], [0.0, -0.1, 0.1], [0.2, 0.0, -0.2], [-0.1, 0.2, -0.1], [-0.4, -0.2, -0.2], [0.0, 0.0, 0.0]],
  "nbo_charge": [-0.225, -0.199, -0.242, 0.042, -0.403, 0.278, -0.328, -0.257, -0.084, -0.509, -0.084, -0.259, -0.253, -0.191, 0.233, 0.232, 0.219, 0.233, 0.205, 0.225, 0.214, 0.179, 0.223, 0.177, 0.223, 0.222, 0.233, 0.208, 0.228, -0.670, 0.308, -0.509, 0.110, -0.021, -0.215, -0.222, -0.203, -0.218, -0.238, -0.024, -0.066, -0.175, -0.222, 0.039, -0.640, -0.226, -0.187, 0.235, 0.254, 0.237, 0.424, 0.221, 0.225, 0.230, 0.224, 0.230, 0.227, 0.226, 0.221, 0.232, 0.231, 0.222, 0.199],
  "charge": 1,
  "orbital_gap_ha": 0.2269,
  "e_tot_ha": -1308.12545
}

=====

No. 3
{
  "formula": "C20H22N4O4S",
  "method": "ωB97M-V/def2-TZVPD",
  "species": ["C", "C", "C", "H", "H", "C", "C", "C", "C", "C", "C", "C", "H", "H", "N", "C", "O", "C", "H", "H", "S", "C", "N", "N", "C", "O", "C", "N", "C", "O", "C", "C", "C", "C", "O", "H", "H", "H", "H", "H", "H", "H", "H", "H", "H", "H", "H", "H", "H", "H", "H"],
  "xyz": [[2.76245, -4.70410, 2.27819], [1.93440, -5.77676, 1.58014], [1.96171, -5.67801, 0.05311], [2.97743, -5.44837, -0.27384], [1.69253, -6.65237, -0.36272], [0.98847, -4.64344, -0.52937], [1.36375, -3.22169, -0.22763], [2.50511, -2.65848, -0.78638], [2.87330, -1.35433, -0.51655], [2.08568, -0.57786, 0.32643], [0.93469, -1.12694, 0.88646], [0.58162, -2.43241, 0.60785], [-0.31453, -2.84413, 1.04934], [0.31737, -0.52322, 1.53689], [2.38280, 0.75325, 0.65055], [3.33369, 1.55381, 0.12734], [4.16817, 1.24703, -0.69422], [3.27863, 2.97696, 0.69885], [3.05913, 2.98990, 1.76467], [4.22476, 3.47469, 0.48955], [2.02141, 4.00780, -0.13700], [0.61453, 3.51351, 0.71790], [0.51501, 2.61843, 1.65897], [-0.78414, 2.57766, 2.01987], [-1.41415, 3.43929, 1.30158], [-0.57484, 4.08385, 0.44033], [-2.86229, 3.77846, 1.32618], [-3.39512, 3.92754, -0.00286], [-4.26764, 3.02236, -0.52690], [-4.72406, 2.09499, 0.10900], [-4.62537, 3.28841, -1.92638], [-5.48821, 2.61280, -2.75080], [-5.45455, 3.28443, -3.99111], [-4.57733, 4.31549, -3.83489], [-4.06967, 4.33006, -2.59548], [-4.24279, 5.07911, -4.50952], [-6.00426, 3.03593, -4.87514], [-6.06237, 1.75006, -2.48463], [-3.00473, 4.63916, -0.60101], [-3.40394, 2.96173, 1.81174], [-3.00616, 4.70346, 1.89923], [1.72269, 1.18287, 1.29926], [3.76017, -0.93295, -0.95901], [3.11976, -3.25036, -1.44888], [-0.01452, -4.84641, -0.14833], [0.96644, -4.77524, -1.61514], [0.90034, -5.72297, 1.92768], [2.32546, -6.75581, 1.86941], [2.37447, -3.71118, 2.07212], [3.79598, -4.74387, 1.94047], [2.74872, -4.86213, 3.35465]],
  "forces_ev_per_a": [[-0.2, -0.1, 0.1], [0.2, 0.1, -0.1], [-0.3, -0.1, 0.1], [0.1, 0.0, -0.1], [0.1, 0.0, -0.1], [0.3, -0.1, -0.1], [-0.2, 0.1, -0.1], [-0.2, 0.0, 0.1], [0.2, 0.1, -0.1], [0.0, -0.3, -0.1], [0.1, 0.1, 0.0], [0.1, 0.0, -0.1], [-0.1, -0.1, 0.0], [-0.1, 0.1, 0.1], [-0.2, -0.1, 0.3], [-0.1, 0.4, 0.3], [0.2, -0.1, -0.2], [-0.3, 0.0, -0.2], [0.1, 0.0, 0.0], [-0.1, -0.1, 0.0], [0.3, 0.2, -0.3], [0.0, -0.5, 0.6], [1.1, 0.6, -0.7], [-1.6, 0.1, 0.3], [0.1, -0.5, 0.4], [0.1, 0.1, -0.1], [-0.1, 0.1, 0.1], [0.2, 0.3, 0.0], [0.2, 0.3, 0.1], [-0.1, -0.1, -0.1], [-0.9, -0.9, -0.5], [0.5, 0.3, 0.7], [0.3, 0.5, -0.1], [-0.5, -0.3, -0.6], [0.3, 0.2, 0.4], [0.1, 0.1, 0.0], [-0.1, 0.0, -0.2], [-0.1, -0.2, 0.1], [-0.1, -0.1, 0.0], [0.2, 0.2, 0.0], [0.0, -0.2, 0.0], [0.2, 0.1, -0.2], [0.0, 0.0, 0.0], [0.1, -0.1, -0.1], [0.0, 0.0, -0.1], [-0.1, 0.0, 0.0], [-0.1, -0.1, 0.0], [-0.1, 0.0, 0.0], [0.1, 0.1, 0.1], [0.1, 0.0, 0.0], [0.1, 0.0, 0.1]],
  "nbo_charge": [-0.608, -0.396, -0.383, 0.196, 0.204, -0.419, -0.024, -0.206, -0.247, 0.214, -0.260, -0.200, 0.211, 0.217, -0.644, 0.660, -0.605, -0.605, 0.251, 0.261, 0.326, 0.300, -0.380, -0.267, 0.448, -0.418, -0.287, -0.606, 0.629, -0.601, 0.143, -0.222, -0.318, 0.117, -0.402, 0.208, 0.235, 0.245, 0.412, 0.280, 0.221, 0.435, 0.250, 0.209, 0.204, 0.213, 0.192, 0.199, 0.214, 0.199, 0.205],
  "orbital_gap_ha": 0.3108,
  "smiles": "CCCCc1ccc(NC(=O)CSc2nnc(CNC(=O)c3ccco3)o2)cc1",
  "e_tot_ha": -1693.50886
}